17
Properties=species:S:1:pos:R:3:forces:R:3 method="wB97M-V/def2-TZVPD" smiles="C=C(C)CCC=O" homo_ev=-9.41 charge=0 molar_mass_g_mol=98.145 relative_energy_kj_mol=264.8 lumo_ev=0.6
C 0.944971 0.292367 1.854338 1.7788 -2.1914 0.4521
C 0.159191 0.703274 0.865129 -3.3726 -1.4514 2.1704
C -1.470415 0.800888 1.131858 -0.2938 0.5881 -1.3694
C 0.614592 0.776630 -0.515236 1.5402 -1.1320 -3.5288
C 0.034558 -0.312724 -1.565736 1.5172 0.0102 -1.6941
C 0.510484 -1.823744 -1.337723 -4.8474 0.5065 1.6212
O 0.959780 -2.630444 -2.101791 0.7762 1.1446 0.0756
H 0.631182 -0.170980 2.839592 -0.0214 1.3246 -1.1757
H 2.029791 -0.018978 1.611528 -1.6396 0.9586 0.3369
H -1.757434 1.873098 1.399373 0.3965 -0.9779 -1.3366
H -2.106927 0.341417 0.200786 1.6378 1.5645 2.1808
H -1.959200 0.360238 2.027911 1.2946 -0.6628 -0.3772
H 1.704586 0.589553 -0.680523 -0.5153 0.4179 1.0158
H 0.460911 1.728089 -1.007626 -0.3896 0.4127 0.0822
H -1.075070 -0.108987 -1.643406 1.0348 -1.2735 0.1950
H 0.447468 -0.238229 -2.644869 -0.5000 1.0911 1.6093
H -0.128475 -2.161462 -0.433611 1.6036 -0.3299 -0.2576